Computed, not measured: 8 unconnected molecules or ions with the total composition C51H112F9N6O3PS at a distorted geometry, with ωB97M-V/def2-TZVPD.

- net charge = +4
- highest occupied orbital energy (eV) = -14.612
- ΔE to the lowest compared entry with this formula, charge and spin (eV) = 0.356
- HOMO-LUMO gap (eV) = 6.743

Cartesian coordinates (Å):
P 7.538 13.755 -21.384
F 7.770 12.951 -19.996
F 5.990 13.288 -21.484
F 7.199 15.091 -20.609
F 7.493 14.388 -22.892
F 9.117 14.163 -21.391
F 7.939 12.352 -22.170
C 5.135 15.211 -17.862
C 4.310 13.981 -18.216
C 4.158 12.929 -17.142
N 3.351 11.732 -17.637
C 4.168 10.864 -18.537
C 2.867 10.867 -16.480
C 1.814 11.715 -15.794
C 1.165 12.501 -16.996
C 2.013 12.140 -18.207
H 6.035 15.013 -17.269
H 4.561 15.826 -17.166
H 5.485 15.774 -18.721
H 4.615 13.587 -19.192
H 3.294 14.320 -18.437
H 3.637 13.320 -16.271
H 5.052 12.455 -16.731
H 5.161 10.746 -18.108
H 4.184 11.377 -19.495
H 3.756 9.862 -18.612
H 2.433 10.016 -16.999
H 3.694 10.572 -15.836
H 1.097 11.139 -15.218
H 2.249 12.460 -15.132
H 0.144 12.138 -17.062
H 1.156 13.544 -16.689
H 1.544 11.237 -18.608
H 2.139 12.779 -19.073
C 6.764 9.715 -20.839
C 7.504 8.384 -20.709
C 7.018 7.569 -19.521
N 7.407 6.107 -19.495
C 8.886 5.975 -19.661
C 6.632 5.294 -20.535
C 5.314 4.844 -19.897
C 5.465 5.185 -18.405
C 6.943 5.484 -18.208
H 7.025 10.121 -21.818
H 7.056 10.443 -20.085
H 5.679 9.623 -20.929
H 8.586 8.527 -20.686
H 7.355 7.769 -21.603
H 5.926 7.546 -19.556
H 7.294 7.971 -18.545
H 9.155 6.234 -20.681
H 9.130 4.920 -19.548
H 9.350 6.567 -18.878
H 7.282 4.447 -20.751
H 6.547 5.911 -21.424
H 5.139 3.784 -20.036
H 4.533 5.471 -20.319
H 5.149 4.402 -17.720
H 4.846 6.053 -18.170
H 7.467 4.528 -18.161
H 7.172 6.072 -17.323
C 9.053 12.945 -14.250
C 8.962 13.563 -15.656
C 10.330 14.024 -16.081
N 10.396 14.380 -17.542
C 9.382 15.426 -17.939
C 10.482 13.109 -18.427
C 11.893 12.641 -18.189
C 12.719 13.926 -18.278
C 11.747 15.046 -17.961
H 9.402 13.663 -13.508
H 9.826 12.169 -14.200
H 8.121 12.476 -13.944
H 8.277 14.403 -15.536
H 8.500 12.820 -16.309
H 11.164 13.356 -15.895
H 10.591 14.969 -15.597
H 9.732 16.289 -17.373
H 8.386 15.163 -17.599
H 9.466 15.593 -19.003
H 10.303 13.399 -19.460
H 9.742 12.378 -18.104
H 12.272 11.920 -18.909
H 12.084 12.175 -17.224
H 13.233 14.145 -19.213
H 13.530 13.842 -17.553
H 11.565 15.727 -18.781
H 12.055 15.626 -17.092
C 2.148 14.262 -29.180
C 1.859 13.308 -28.005
C 3.208 12.883 -27.426
N 3.171 12.484 -25.963
C 2.035 11.565 -25.680
C 4.463 11.723 -25.570
C 5.224 12.659 -24.650
C 4.131 13.353 -23.920
C 3.131 13.674 -25.010
H 2.223 15.314 -28.910
H 1.311 14.174 -29.873
H 3.031 14.003 -29.768
H 1.360 12.445 -28.441
H 1.170 13.795 -27.315
H 3.966 13.661 -27.497
H 3.543 12.001 -27.969
H 1.130 12.149 -25.833
H 1.998 11.272 -24.633
H 2.071 10.687 -26.318
H 4.154 10.909 -24.917
H 5.093 11.273 -26.334
H 5.890 12.111 -23.980
H 5.893 13.415 -25.070
H 3.661 12.734 -23.151
H 4.526 14.242 -23.431
H 2.136 13.888 -24.622
H 3.420 14.584 -25.538
C 11.268 9.821 -20.120
C 11.529 10.112 -21.601
C 11.606 11.601 -21.943
N 11.842 11.908 -23.418
C 10.592 11.604 -24.172
C 10.784 12.044 -25.624
C 11.163 13.491 -25.861
C 12.203 14.019 -24.855
C 12.143 13.391 -23.466
C 13.026 11.080 -23.867
H 10.523 10.398 -19.574
H 12.212 9.792 -19.581
H 10.870 8.800 -20.096
H 10.806 9.646 -22.275
H 12.493 9.669 -21.846
H 12.488 12.019 -21.447
H 10.758 12.176 -21.571
H 9.807 12.209 -23.719
H 10.407 10.538 -24.255
H 9.860 11.810 -26.157
H 11.578 11.450 -26.080
H 10.373 14.245 -25.956
H 11.479 13.623 -26.902
H 12.020 15.082 -24.705
H 13.223 13.908 -25.228
H 11.251 13.745 -22.940
H 13.011 13.623 -22.856
H 13.865 11.292 -23.215
H 13.238 11.435 -24.871
H 12.675 10.059 -23.944
C 4.249 17.815 -21.554
C 5.316 17.337 -22.531
C 5.475 18.331 -23.678
N 6.681 18.171 -24.599
C 6.688 16.811 -25.221
C 7.943 16.534 -26.053
C 9.200 16.626 -25.184
C 9.199 17.969 -24.478
C 7.918 18.307 -23.752
C 6.589 19.278 -25.598
H 4.642 18.722 -21.090
H 3.953 17.088 -20.802
H 3.318 18.123 -22.039
H 5.046 16.384 -22.995
H 6.240 17.213 -21.972
H 5.522 19.355 -23.311
H 4.619 18.177 -24.338
H 6.626 16.111 -24.387
H 5.801 16.625 -25.830
H 7.749 15.491 -26.324
H 8.000 17.189 -26.922
H 9.078 15.778 -24.493
H 10.091 16.350 -25.745
H 10.071 18.005 -23.830
H 9.381 18.693 -25.282
H 7.792 17.576 -22.958
H 8.116 19.277 -23.297
H 5.656 19.188 -26.149
H 7.465 19.293 -26.234
H 6.564 20.203 -25.025
C 11.463 16.538 -21.385
F 11.450 16.649 -22.722
F 10.215 16.313 -20.968
F 12.230 15.459 -21.099
S 12.167 18.017 -20.570
O 13.333 18.296 -21.359
O 11.055 18.932 -20.707
O 12.381 17.476 -19.243